DFT (ωB97M-V with the def2-TZVPD basis set) results for a 2-piece molecular cluster, C7H6F3NS overall in a non-equilibrium geometry.

Calculated values
- HOMO energy (alpha / beta): -7.86 / -9.23 eV
- F_max: 3.717 eV/A
- Charge: 0
- 2S+1: 1
- Electronic energy: -1022.7198 a.u.
- Energy above the lowest of the compared OMol25 structures with the same formula, charge and spin: 1.610 eV

Last column: Mulliken charge in e.
Cartesian coordinates (Å):
1 C 0.74410 1.60936 -0.91572  -0.382
2 C -0.50351 1.07475 -1.21910  -0.437
3 C 1.57749 0.96236 -0.02021  -0.598
4 C -1.01224 -0.11039 -0.59287  -0.202
5 C 1.07727 -0.20705 0.55682  -0.399
6 C -0.17925 -0.71595 0.26245  0.622
7 C -3.89734 -1.85943 1.03543  0.485
8 N 0.81230 -2.86776 1.32333  -0.471
9 F -4.87686 -0.98490 0.73356  -0.173
10 F -4.42924 -2.86084 1.83709  -0.201
11 F -3.43071 -2.46098 -0.06628  -0.133
12 S -0.57817 -2.43297 0.76697  0.164
13 H 0.84858 2.58212 -1.32647  0.365
14 H -0.94917 1.65109 -2.08161  0.242
15 H 2.58194 1.30004 -0.00012  0.385
16 H -2.03788 -0.58791 -0.83751  0.182
17 H 1.65490 -0.76902 1.32234  0.319
18 H 1.15679 -3.81321 1.47504  0.230

DFT (ωB97M-V with the def2-TZVPD basis set) results for an isolated molecule of C7H6FN3O2S in a non-equilibrium geometry.

Calculated values
- HOMO energy (alpha / beta): -9.06 / -9.06 eV
- F_max: 3.935 eV/A
- Charge: 0
- 2S+1: 1
- Electronic energy: -1082.9638 a.u.

Last column: Mulliken charge in e.
Cartesian coordinates (Å):
1 C -0.49856 0.52250 1.53572  -0.787
2 C -0.81164 -0.82877 1.78114  -0.158
3 C 0.50998 0.83766 0.65158  -0.614
4 C -0.11790 -1.80092 1.19262  -0.835
5 C 1.39386 -0.15300 0.00594  1.627
6 C 0.87740 -1.55595 0.19214  0.453
7 C 2.02251 0.12292 -1.36802  -0.029
8 N 3.15426 0.73050 -1.24163  -0.707
9 N 1.14212 -2.48753 -0.72840  -0.420
10 N 1.32388 -0.05883 -2.49273  -0.361
11 O 3.05347 1.74095 1.25180  -0.541
12 O 3.83730 -0.57409 1.12154  -0.545
13 F 0.54583 -3.74728 -0.52624  -0.202
14 S 3.13695 0.50107 0.49727  0.958
15 H -1.31170 1.22357 1.49288  0.329
16 H -1.66832 -0.95217 2.43834  0.389
17 H 0.56729 1.85241 0.33032  0.437
18 H -0.61708 -2.70423 1.20741  0.464
19 H 0.69628 -0.76238 -2.47265  0.265
20 H 1.87245 0.04105 -3.28541  0.277

DFT (ωB97M-V with the def2-TZVPD basis set) results for a 2-piece molecular cluster, C7H6FNO overall in a non-equilibrium geometry.

Calculated values
- HOMO energy (alpha / beta): -8.47 / -8.45 eV
- F_max: 5.641 eV/A
- Charge: 0
- 2S+1: 1
- Electronic energy: -499.9426 a.u.
- Energy above the lowest of the compared OMol25 structures with the same formula, charge and spin: 7.881 eV

Last column: Mulliken charge in e.
Cartesian coordinates (Å):
1 C -2.22254 -1.48645 -0.05675  0.059
2 C -0.66278 -0.05093 0.08744  0.345
3 C -1.94399 0.70505 -0.06858  0.464
4 C -2.36628 1.93967 -0.04170  -0.979
5 C 3.79572 -0.60835 -0.27097  -0.425
6 C 2.68595 -0.91161 0.22062  -0.233
7 C 0.53244 0.46276 0.19033  -0.040
8 N -0.98434 -1.43992 0.13428  -0.518
9 O -2.90820 -0.35998 -0.18752  -0.388
10 F 0.87085 1.84111 0.04075  -0.235
11 H -2.80440 -2.31027 -0.14063  0.504
12 H -3.39972 2.13753 0.04271  0.328
13 H -1.64378 2.80162 0.02472  0.240
14 H 4.54993 -1.25111 -0.01140  0.276
15 H 4.13470 0.28792 -0.72594  0.293
16 H 2.36645 -1.75704 0.76265  0.311

DFT (ωB97M-V with the def2-TZVPD basis set) results for an isolated molecule of C7H6N2O2 in a non-equilibrium geometry.

Calculated values
- HOMO energy: -8.94 eV
- F_max: 4.124 eV/A
- SMILES: Cc1cc(O)oc2nncc1-2
- Charge: 0
- 2S+1: 1
- Electronic energy: -530.2643 a.u.
- Energy above the lowest of the compared OMol25 structures with the same formula, charge and spin: 2.905 eV

Last column: Mulliken charge in e.
Cartesian coordinates (Å):
1 C -1.42000 -0.42964 -1.64817  -1.462
2 C -0.50242 -0.07424 -0.48673  0.752
3 C -0.98701 0.78078 0.53202  -0.226
4 C -0.26278 1.11797 1.58152  0.621
5 C 1.45269 -0.22333 0.96817  0.105
6 C 1.80138 -1.34612 -0.87404  -0.776
7 C 0.75215 -0.54398 -0.25494  0.912
8 H -2.25809 -1.00760 -1.22138  0.320
9 H -0.94127 -1.07673 -2.42953  0.331
10 H -1.83194 0.43080 -2.11528  0.372
11 H -1.90056 1.39743 0.26466  0.120
12 H -1.44326 2.36188 2.19490  0.324
13 H 1.79154 -1.81634 -1.86011  0.405
14 N 2.67109 -0.65784 1.09432  -0.606
15 N 2.85035 -1.34161 -0.17542  -0.444
16 O -0.63264 1.95272 2.51996  -0.483
17 O 0.86079 0.47584 1.91006  -0.266

DFT (ωB97M-V with the def2-TZVPD basis set) results for C7H6N2O2S as an isolated structure in a non-equilibrium geometry.

Calculated values
- HOMO energy: -9.24 eV
- F_max: 5.225 eV/A
- Charge: 0
- 2S+1: 1
- Electronic energy: -928.3898 a.u.
- Energy above the lowest of the compared OMol25 structures with the same formula, charge and spin: 3.268 eV

Last column: Mulliken charge in e.
Cartesian coordinates (Å):
1 C 2.55158 -0.96967 -0.84856  -0.612
2 C 1.74827 -0.38306 -1.82540  -0.352
3 C 2.12014 -1.03451 0.55546  -0.438
4 C 0.56076 0.30300 -1.49366  -0.566
5 C -1.09048 -0.20698 1.73146  0.026
6 C 0.85633 -0.46310 0.83707  0.632
7 C 0.25705 0.18318 -0.18048  0.439
8 N 0.06667 -0.74378 1.98429  -0.639
9 N -1.41298 0.40939 0.59611  -0.189
10 O -3.16243 1.97247 1.54227  -0.541
11 O -2.33652 2.21132 -0.78939  -0.536
12 S -2.67980 1.40400 0.34368  0.796
13 H 3.21957 -1.69399 -1.10677  0.414
14 H 2.05626 -0.13494 -2.87374  0.279
15 H 2.84279 -1.46607 1.24105  0.384
16 H 0.03200 0.64344 -2.36229  0.421
17 H -1.88760 -0.40017 2.58818  0.309
18 H -3.74160 0.36945 0.06070  0.171

DFT (ωB97M-V with the def2-TZVPD basis set) results for C7H6N2O4PbS as an isolated structure in a non-equilibrium geometry.

Calculated values
- HOMO energy (alpha / beta): -14.34 / -14.05 eV
- F_max: 10.569 eV/A
- Charge: +2
- 2S+1: 1
- Electronic energy: -1270.7187 a.u.

Last column: Mulliken charge in e.
Cartesian coordinates (Å):
1 Pb 0.05960 -0.48035 -2.05888  1.768
2 O -0.45646 2.45165 -2.13926  -0.034
3 C -0.27015 1.39298 -2.12888  -0.105
4 C 1.86988 -1.14580 -2.14256  0.091
5 O 2.87334 -1.52010 -2.14114  0.002
6 C -1.41436 -1.72452 -2.14091  0.102
7 O -2.22942 -2.41937 -2.13800  0.006
8 C 0.06161 -0.49566 -4.04415  -0.396
9 O 0.06140 -0.49437 -5.12936  -0.008
10 S 0.28940 -1.79712 0.01905  -0.402
11 C 0.08521 -0.46926 1.04222  0.238
12 N -1.10258 -0.13396 1.57280  -0.075
13 C -0.90869 0.86350 2.60616  -0.447
14 C 0.62800 1.08395 2.62331  -0.442
15 N 1.11773 0.18594 1.59669  -0.080
16 H -2.04029 -0.53859 1.33392  0.283
17 H -1.25493 0.46886 3.57310  0.314
18 H -1.44542 1.78770 2.34502  0.295
19 H 1.05032 0.79862 3.59847  0.313
20 H 0.88892 2.12288 2.37254  0.294
21 H 2.13689 0.06301 1.37988  0.284

DFT (ωB97M-V with the def2-TZVPD basis set) results for a 2-piece molecular cluster, C7H6N2O5S overall in a non-equilibrium geometry.

Calculated values
- HOMO energy (alpha / beta): -9.15 / -9.90 eV
- F_max: 5.536 eV/A
- <S²>: 2.019
- Charge: 0
- 2S+1: 3
- Electronic energy: -1153.8245 a.u.
- Energy above the lowest of the compared OMol25 structures with the same formula, charge and spin: 1.403 eV

Last column: Mulliken charge in e.
Cartesian coordinates (Å):
1 C -1.33206 -0.20376 -1.31500  -0.641
2 C -1.40259 -0.70006 1.04870  -0.276
3 C 0.05623 -0.57432 -1.32236  -0.244
4 C -0.03597 -1.00085 1.03607  -0.286
5 C -2.04030 -0.26608 -0.11960  0.100
6 C 0.62941 -0.89060 -0.15634  -0.096
7 C 2.78899 0.59185 -0.15054  -0.460
8 N 1.09442 1.69541 0.54752  -0.067
9 N -3.39055 0.22625 0.00061  0.949
10 O -3.66858 1.04812 -0.81779  -0.561
11 O -4.09900 -0.08043 0.92376  -0.592
12 O 2.76390 -1.85005 -1.40074  -0.593
13 O 3.00037 -1.81054 1.06147  -0.602
14 O 1.39218 2.90291 0.65416  -0.310
15 S 2.43133 -1.24029 -0.16336  1.140
16 H -1.71148 0.24380 -2.17354  0.487
17 H -2.02236 -0.67617 1.95921  0.428
18 H 0.61763 -0.51505 -2.21017  0.438
19 H 0.62626 -1.31834 1.92274  0.327
20 H 3.74335 1.04378 0.09160  0.477
21 H 0.55882 3.37443 0.58362  0.383

Copy entry 1 word for word.
DFT (ωB97M-V with the def2-TZVPD basis set) results for a 2-piece molecular cluster, C7H6F3NS overall in a non-equilibrium geometry.

Calculated values
- HOMO energy (alpha / beta): -7.86 / -9.23 eV
- F_max: 3.717 eV/A
- Charge: 0
- 2S+1: 1
- Electronic energy: -1022.7198 a.u.
- Energy above the lowest of the compared OMol25 structures with the same formula, charge and spin: 1.610 eV

Last column: Mulliken charge in e.
Cartesian coordinates (Å):
1 C 0.74410 1.60936 -0.91572  -0.382
2 C -0.50351 1.07475 -1.21910  -0.437
3 C 1.57749 0.96236 -0.02021  -0.598
4 C -1.01224 -0.11039 -0.59287  -0.202
5 C 1.07727 -0.20705 0.55682  -0.399
6 C -0.17925 -0.71595 0.26245  0.622
7 C -3.89734 -1.85943 1.03543  0.485
8 N 0.81230 -2.86776 1.32333  -0.471
9 F -4.87686 -0.98490 0.73356  -0.173
10 F -4.42924 -2.86084 1.83709  -0.201
11 F -3.43071 -2.46098 -0.06628  -0.133
12 S -0.57817 -2.43297 0.76697  0.164
13 H 0.84858 2.58212 -1.32647  0.365
14 H -0.94917 1.65109 -2.08161  0.242
15 H 2.58194 1.30004 -0.00012  0.385
16 H -2.03788 -0.58791 -0.83751  0.182
17 H 1.65490 -0.76902 1.32234  0.319
18 H 1.15679 -3.81321 1.47504  0.230